[1]
{"formula": "C52H47IN9O18", "method": "wB97M-V/def2-TZVPD", "total_energy_ha": -4153.67927, "charge": -1, "elements": ["C", "C", "O", "O", "C", "C", "N", "I", "H", "H", "H", "H", "H", "H", "H", "C", "C", "C", "C", "C", "C", "N", "O", "O", "H", "H", "H", "H", "H", "C", "C", "C", "C", "C", "C", "N", "O", "O", "H", "H", "H", "H", "H", "C", "C", "C", "C", "C", "C", "N", "O", "O", "H", "H", "H", "H", "H", "C", "C", "C", "C", "C", "C", "N", "O", "O", "H", "H", "H", "H", "H", "C", "C", "C", "C", "C", "C", "N", "O", "O", "H", "H", "H", "H", "H", "C", "C", "C", "C", "C", "C", "N", "O", "O", "H", "H", "H", "H", "H", "C", "C", "C", "C", "C", "C", "N", "O", "O", "H", "H", "H", "H", "H", "C", "C", "C", "C", "C", "C", "N", "O", "O", "H", "H", "H", "H", "H"], "coordinates": [[1.1810, 2.9466, -1.2233], [0.4381, 4.3801, -1.6512], [1.0565, 5.1727, -2.5608], [-0.8333, 4.7410, -1.0054], [-1.9964, 4.4751, -1.8692], [-3.1472, 3.7867, -0.8702], [-4.2533, 3.0850, -1.6265], [-3.7499, 1.1170, -2.0504], [2.3392, 3.2238, -1.1552], [0.8056, 2.5728, -0.1651], [1.0827, 2.1213, -2.0636], [-1.7982, 3.7364, -2.7550], [-2.3969, 5.5394, -2.2189], [-3.6156, 4.7016, -0.2739], [-2.5319, 3.0677, -0.1430], [-3.3164, -2.0955, -7.8096], [-2.4248, -1.5059, -6.9121], [-2.5962, -1.6822, -5.5377], [-3.6661, -2.4582, -5.0711], [-4.5672, -3.0449, -5.9696], [-4.3872, -2.8592, -7.3418], [-3.8368, -2.6683, -3.6285], [-3.0300, -2.1171, -2.8651], [-4.7750, -3.3879, -3.2568], [-3.1755, -1.9599, -8.8806], [-1.5936, -0.9109, -7.2844], [-1.8926, -1.2162, -4.8513], [-5.4048, -3.6455, -5.6211], [-5.0796, -3.3130, -8.0474], [5.0905, -0.7714, 1.2000], [4.7700, -0.8266, 2.5573], [3.5326, -0.3586, 3.0038], [2.6178, 0.1608, 2.0775], [2.9400, 0.2246, 0.7153], [4.1817, -0.2439, 0.2811], [1.3055, 0.6309, 2.5372], [1.0654, 0.5754, 3.7525], [0.5116, 1.0522, 1.6838], [6.0543, -1.1427, 0.8559], [5.4841, -1.2377, 3.2676], [3.2979, -0.4087, 4.0648], [2.2415, 0.6298, -0.0138], [4.4400, -0.2015, -0.7747], [11.7146, 0.2413, 1.0266], [11.1157, 1.4365, 0.6254], [9.8547, 1.7856, 1.1129], [9.2015, 0.9285, 2.0092], [9.7970, -0.2757, 2.4076], [11.0572, -0.6154, 1.9112], [7.8869, 1.3019, 2.5449], [7.3850, 2.3662, 2.1536], [7.3564, 0.5342, 3.3605], [12.7003, -0.0239, 0.6482], [11.6337, 2.0983, -0.0654], [9.4016, 2.7205, 0.7906], [9.2991, -0.9525, 3.0988], [11.5292, -1.5465, 2.2168], [-9.3874, -3.9172, -0.2768], [-8.4201, -3.5105, -1.1972], [-8.4976, -3.9318, -2.5261], [-9.5554, -4.7603, -2.9252], [-10.5236, -5.1764, -2.0016], [-10.4339, -4.7509, -0.6748], [-9.6566, -5.1858, -4.3264], [-8.7701, -4.8122, -5.1089], [-10.6243, -5.8905, -4.6475], [-9.3259, -3.5816, 0.7570], [-7.6067, -2.8619, -0.8791], [-7.7360, -3.6060, -3.2312], [-11.3470, -5.8234, -2.2967], [-11.1823, -5.0660, 0.0491], [-9.8159, -0.2662, -4.3701], [-8.8385, -1.2394, -4.5843], [-7.6904, -0.9290, -5.3156], [-7.5284, 0.3664, -5.8262], [-8.5116, 1.3431, -5.6191], [-9.6568, 1.0200, -4.8886], [-6.3119, 0.7060, -6.5740], [-5.4742, -0.1908, -6.7522], [-6.1901, 1.8705, -6.9805], [-10.7068, -0.5114, -3.7944], [-8.9704, -2.2400, -4.1783], [-6.9379, -1.6985, -5.4738], [-8.4010, 2.3509, -6.0139], [-10.4244, 1.7721, -4.7198], [5.1528, 0.8951, 7.9365], [6.4181, 1.1478, 7.4042], [7.3760, 0.1328, 7.3642], [7.0530, -1.1386, 7.8581], [5.7861, -1.3930, 8.4001], [4.8374, -0.3691, 8.4372], [8.0471, -2.2167, 7.7956], [9.1628, -1.9471, 7.3264], [7.7128, -3.3354, 8.2115], [4.4074, 1.6882, 7.9604], [6.6569, 2.1361, 7.0172], [8.3574, 0.3457, 6.9462], [5.5237, -2.3737, 8.7914], [3.8501, -0.5574, 8.8532], [5.3703, -6.4706, 8.4483], [6.3376, -6.0639, 7.5279], [6.2601, -6.4851, 6.1990], [5.2023, -7.3137, 5.7998], [4.2342, -7.7298, 6.7235], [4.3238, -7.3043, 8.0503], [5.1012, -7.7392, 4.3987], [5.9876, -7.3655, 3.6162], [4.1335, -8.4438, 4.0776], [5.4318, -6.1349, 9.4821], [7.1511, -5.4153, 7.8460], [7.0218, -6.1593, 5.4939], [3.4107, -8.3767, 6.4284], [3.5755, -7.6194, 8.7742], [-1.3322, 8.3570, -2.5597], [-2.3033, 8.8022, -1.6614], [-3.1919, 9.8122, -2.0352], [-3.1016, 10.3686, -3.3186], [-2.1228, 9.9288, -4.2197], [-1.2379, 8.9202, -3.8335], [-4.0492, 11.4128, -3.7264], [-4.8883, 11.7881, -2.8942], [-3.9586, 11.8561, -4.8803], [-0.6452, 7.5653, -2.2657], [-2.3695, 8.3594, -0.6699], [-3.9430, 10.1481, -1.3236], [-2.0384, 10.3553, -5.2171], [-0.4765, 8.5698, -4.5269]], "forces_ev_per_angstrom": [[0.419, 1.063, 0.351], [1.893, 2.927, -3.417], [-4.103, -4.692, 5.682], [3.921, -1.386, -2.259], [-2.279, 0.087, 0.083], [0.287, -0.465, -0.662], [1.217, 1.553, 1.206], [0.266, 0.195, 0.020], [-2.562, -0.576, -0.150], [0.605, 0.752, -2.454], [-0.181, 1.873, 1.741], [-0.141, 1.506, 1.662], [0.881, -2.392, 0.305], [0.811, -1.919, -1.033], [-1.144, 1.614, -1.193], [0.008, -0.086, 0.189], [-0.348, -0.306, 0.129], [-0.052, -0.044, 0.006], [0.119, 0.147, -0.989], [0.152, 0.013, -0.034], [0.361, 0.085, 0.292], [0.321, 0.253, 1.437], [-1.367, -1.099, -1.296], [0.991, 0.837, -0.405], [-0.052, 0.001, 0.219], [-0.190, -0.091, 0.148], [-0.341, -0.159, 0.029], [0.276, 0.147, 0.115], [0.092, 0.095, 0.196], [-0.174, 0.077, 0.052], [-0.321, 0.081, -0.233], [-0.003, -0.004, -0.123], [0.935, -0.354, -0.329], [-0.029, -0.012, 0.078], [-0.061, -0.022, 0.433], [-1.382, 0.531, 0.264], [0.356, 0.074, -1.664], [1.264, -0.661, 1.400], [-0.171, 0.067, 0.068], [-0.212, 0.138, -0.140], [-0.145, 0.097, -0.322], [0.023, -0.090, 0.354], [-0.118, 0.021, 0.211], [-0.128, 0.027, 0.055], [-0.201, -0.247, 0.266], [-0.010, -0.051, 0.055], [0.918, -0.255, -0.385], [-0.008, 0.062, -0.025], [-0.172, 0.355, -0.116], [-1.273, 0.544, 0.387], [0.764, -1.674, 0.643], [0.801, 1.109, -1.051], [-0.212, 0.049, 0.072], [-0.167, -0.114, 0.151], [-0.066, -0.285, 0.217], [-0.033, 0.317, -0.156], [-0.156, 0.190, -0.033], [0.009, -0.037, -0.170], [-0.245, -0.177, -0.054], [-0.050, -0.151, 0.037], [0.090, 0.310, 0.941], [-0.009, 0.026, 0.023], [0.261, 0.096, -0.332], [-0.040, -0.374, -1.211], [-1.311, -0.535, 1.086], [1.375, 0.971, 0.387], [0.007, -0.068, -0.222], [-0.130, -0.142, -0.162], [-0.171, -0.261, 0.131], [0.296, 0.175, -0.134], [0.129, 0.031, -0.198], [0.141, 0.046, -0.095], [0.002, 0.400, -0.197], [-0.037, 0.129, -0.005], [-0.820, -0.251, 0.563], [0.038, -0.073, 0.005], [0.299, -0.315, -0.082], [1.218, 0.466, -0.638], [-1.327, 1.424, 0.222], [-0.209, -1.778, 0.523], [0.176, 0.042, -0.106], [0.037, 0.368, -0.244], [-0.045, 0.345, -0.048], [0.201, -0.323, 0.054], [0.208, -0.115, -0.055], [0.092, -0.088, 0.001], [-0.058, -0.372, 0.145], [-0.040, -0.044, 0.014], [-0.658, 0.715, 0.019], [0.014, 0.025, -0.031], [0.384, 0.038, -0.150], [0.977, -0.676, -0.154], [-1.672, -0.519, 0.720], [0.562, 1.567, -0.512], [0.159, -0.175, -0.014], [-0.010, -0.254, 0.055], [-0.211, -0.263, 0.123], [0.255, 0.181, -0.171], [0.231, -0.013, -0.092], [-0.038, -0.070, -0.174], [-0.183, -0.233, -0.071], [-0.127, -0.067, 0.014], [0.074, 0.332, 0.958], [0.036, 0.026, -0.025], [0.281, 0.126, -0.279], [-0.109, -0.406, -1.351], [-1.300, -0.568, 1.134], [1.438, 1.010, 0.452], [0.005, -0.071, -0.207], [-0.231, -0.228, -0.169], [-0.303, -0.187, 0.027], [0.293, 0.182, -0.140], [0.126, 0.032, -0.202], [0.018, 0.018, 0.016], [-0.014, 0.242, -0.375], [0.034, -0.018, -0.051], [0.565, -0.662, 0.266], [0.001, -0.032, 0.035], [-0.336, 0.205, 0.247], [-0.747, 0.777, -0.265], [1.152, -0.439, -1.246], [-0.196, -0.515, 1.596], [-0.124, 0.074, -0.076], [-0.023, 0.088, -0.226], [0.107, 0.038, -0.348], [-0.210, 0.010, 0.306], [-0.188, 0.078, 0.134]]}

[2]
{"formula": "C33H39FN4P2Zr", "method": "wB97M-V/def2-TZVPD", "total_energy_ha": -2328.73359, "e_above_lowest_kj_mol": 0.0, "charge": 2, "elements": ["Zr", "C", "C", "C", "C", "C", "C", "C", "C", "C", "H", "H", "H", "H", "H", "H", "H", "H", "H", "H", "H", "H", "H", "H", "H", "P", "P", "N", "N", "N", "N", "C", "C", "C", "C", "C", "C", "C", "C", "C", "C", "C", "C", "C", "C", "C", "C", "C", "C", "H", "H", "H", "H", "H", "H", "H", "H", "H", "H", "H", "H", "H", "H", "H", "H", "H", "H", "H", "H", "F", "C", "C", "C", "C", "C", "C", "H", "H", "H", "H"], "coordinates": [[0.9720, 2.1943, 1.3368], [2.8662, -4.5122, -1.8837], [1.9339, -3.8511, -2.5844], [0.5962, -4.4005, -2.9832], [-0.1215, -5.2741, -1.9381], [-0.0100, -4.7904, -0.4956], [0.9663, -5.1489, 0.3403], [2.0815, -6.1107, -0.0010], [2.7281, -5.9439, -1.3864], [-0.2396, 2.7253, 3.2100], [3.8332, -4.0454, -1.6348], [2.1613, -2.8677, -2.9950], [0.6973, -4.9901, -3.9095], [-0.0501, -3.5496, -3.2413], [-1.1952, -5.2642, -2.1956], [0.2218, -6.3168, -2.0312], [-0.8303, -4.1285, -0.1786], [0.9570, -4.8180, 1.3808], [1.7194, -7.1497, 0.0757], [2.8601, -6.0111, 0.7690], [3.7525, -6.3496, -1.3150], [2.1918, -6.5635, -2.1215], [0.4950, 3.4791, 3.5609], [-0.4582, 2.0382, 4.0345], [-1.1489, 3.3004, 2.9826], [-1.1323, 0.7141, 1.5449], [0.1227, 1.7859, -1.0199], [-1.0672, -0.5597, 2.8024], [-2.9135, 1.2483, 1.7531], [1.7077, 0.9676, -1.0330], [0.3686, 2.5579, -2.5376], [-1.2719, -0.3515, 0.0681], [-1.0752, 0.4468, -1.2431], [-0.1523, -0.5924, 3.8647], [-0.3955, -1.7386, 4.6178], [-1.5033, -2.4226, 4.0113], [-1.9034, -1.6763, 2.9092], [-3.5484, 1.7530, 2.9014], [-4.9341, 1.6665, 2.7379], [-5.1686, 1.1332, 1.4302], [-3.9256, 0.9375, 0.8424], [2.6010, 0.9957, 0.1061], [3.4082, -0.1634, -0.0025], [2.9436, -0.9280, -1.0685], [1.9266, -0.2246, -1.6951], [1.0142, 2.0561, -3.6816], [0.9839, 3.0238, -4.6587], [0.2693, 4.1502, -4.1270], [-0.0948, 3.8387, -2.8347], [-2.2715, -0.7960, 0.0866], [-0.5213, -1.1549, 0.1465], [-0.7284, -0.1766, -2.0886], [-1.9909, 0.9890, -1.5666], [0.5738, 0.2075, 3.9771], [0.1562, -2.0499, 5.4947], [-1.9451, -3.3437, 4.3503], [-2.7157, -1.8215, 2.2097], [-2.9795, 2.1357, 3.7375], [-5.6764, 1.9298, 3.4779], [-6.1197, 0.8898, 0.9847], [-3.6927, 0.5791, -0.1460], [2.9607, 1.9896, 0.4809], [4.2445, -0.4033, 0.6457], [3.2639, -1.9211, -1.3806], [1.4256, -0.4914, -2.6176], [1.4867, 1.0991, -3.6871], [1.4154, 2.9308, -5.6372], [0.0542, 5.0671, -4.6455], [-0.6024, 4.4004, -2.0740], [0.2922, 7.8988, 0.5903], [0.1537, 6.5272, 0.6645], [1.3058, 5.7602, 0.5760], [1.1602, 4.3604, 0.3993], [-0.1473, 3.8138, 0.3607], [-1.3032, 4.6038, 0.4678], [-1.1381, 5.9908, 0.6118], [2.3010, 6.2102, 0.5925], [2.0760, 3.6947, 0.3075], [-2.2947, 4.1328, 0.4953], [-1.9826, 6.6782, 0.7022]], "forces_ev_per_angstrom": [[-3.039, 1.256, 0.945], [-0.184, 0.008, 0.010], [0.750, -0.512, 0.139], [-0.164, 0.105, -0.187], [-0.477, -0.159, 0.354], [-0.001, 0.013, -0.385], [-0.371, -0.228, -0.007], [0.084, 0.073, 0.369], [0.489, 0.035, -0.411], [0.512, 0.054, 0.085], [-0.473, -0.037, -0.271], [0.099, -0.054, 0.135], [-0.042, 0.211, 0.175], [0.050, -0.145, 0.007], [0.407, -0.212, 0.014], [-0.246, 0.428, 0.165], [0.458, -0.221, 0.132], [-0.139, 0.103, -0.254], [0.057, 0.297, 0.070], [-0.198, -0.027, -0.174], [-0.447, -0.005, -0.137], [0.305, 0.342, 0.164], [0.005, -0.163, 0.100], [0.096, 0.241, -0.111], [0.212, -0.292, -0.076], [-3.867, -2.298, 2.136], [2.705, -1.562, -1.935], [0.240, 1.394, -0.809], [1.711, 0.152, -0.395], [0.089, -1.518, -0.794], [-0.655, 0.220, 0.995], [-0.251, 0.259, -0.716], [-0.459, 0.183, -0.391], [-0.170, -0.973, 0.408], [0.005, 0.983, -1.040], [0.206, 1.242, -0.907], [0.414, -0.338, 0.604], [-0.826, -0.190, 0.009], [1.742, -0.164, -0.375], [1.458, 0.085, -0.059], [-0.893, -0.339, 0.291], [0.104, -0.753, -0.502], [-0.305, 0.617, 0.509], [-0.104, -0.252, -0.271], [0.776, 0.629, 0.926], [0.002, 0.740, -0.436], [-0.523, -0.364, 1.219], [-0.099, -0.586, 0.817], [0.296, 0.350, -1.042], [0.312, -0.240, -0.104], [-0.151, 0.276, 0.162], [-0.424, 0.244, 0.374], [0.287, -0.477, 0.131], [-0.164, -0.349, 0.132], [-0.094, 0.090, -0.133], [-0.096, 0.020, -0.022], [0.093, -0.029, 0.148], [-0.081, -0.255, -0.079], [0.151, 0.045, -0.084], [0.049, 0.160, -0.074], [-0.146, -0.043, 0.044], [0.617, -0.710, -0.740], [-0.143, 0.084, -0.139], [0.075, 0.438, 0.213], [-0.287, -0.054, 0.464], [0.053, -0.052, -0.113], [0.053, -0.012, -0.118], [-0.010, 0.090, 0.041], [-0.129, 0.184, -0.133], [-0.231, -2.047, 0.609], [0.234, 1.338, -1.100], [0.690, -0.728, -0.286], [-1.196, 1.563, 0.371], [0.832, 0.389, 1.693], [0.598, 0.389, 0.150], [-0.066, -0.269, -0.028], [-0.429, 0.090, -0.044], [-0.358, 1.201, -0.359], [0.409, 0.314, -0.006], [0.214, -0.280, -0.067]]}

| no. | highest occupied orbital energy (eV) |
| --- | --- |
| 1 | -2.68 |
| 2 | -13.14 |